(1)
Formula: C2H9NOP
Source: OMol25
Level of theory: ωB97M-V with the def2-TZVPD basis set

Kohn-Sham gap = 11.05 eV
Multiplicity = 1
E_tot = -15038.38744 eV
LUMO energy = -0.14465 Ha
Net charge = +1

XYZ file:
```
14
Properties=species:S:1:pos:R:3:lowdin_charge:R:1
C -2.30 0.15 -0.64 -0.004
C -0.97 -0.57 1.21 0.151
N -1.11 -0.25 0.03 -0.032
O 1.37 -0.02 0.00 -0.538
P 2.84 0.30 -0.28 0.822
H -2.14 1.11 -1.23 0.129
H -2.59 -0.51 -1.40 0.082
H -3.04 0.38 0.26 0.152
H -1.76 -0.43 1.86 0.100
H -0.07 -1.05 1.50 0.107
H -0.17 -0.25 -0.37 0.075
H 3.17 1.58 -0.21 -0.041
H 3.49 -0.28 0.79 -0.002
H 3.28 -0.17 -1.51 -0.002
```


(2)
Formula: C2H9NOS
Source: OMol25
Level of theory: ωB97M-V with the def2-TZVPD basis set

Kohn-Sham gap = 9.80 eV
Multiplicity = 1
SMILES string = NCO.CS
E_tot = -16591.36413 eV
LUMO energy = 0.02103 Ha
Net charge = 0

XYZ file:
```
14
Properties=species:S:1:pos:R:3:lowdin_charge:R:1
C -3.66 0.37 0.48 -0.510
S -4.22 1.99 1.11 0.646
H -4.23 -0.46 0.93 0.021
H -2.67 0.06 0.71 0.001
H -3.89 0.09 -0.62 0.059
H -3.17 2.64 0.78 -0.218
N 2.82 -0.35 0.50 -0.016
C 3.08 -0.74 -0.84 -0.328
O 1.93 -0.63 -1.81 -0.089
H 3.24 0.53 0.88 0.099
H 2.16 -0.83 1.17 0.100
H 3.43 -1.78 -0.92 0.107
H 3.95 -0.26 -1.20 0.095
H 1.24 -0.63 -1.17 0.032
```


(3)
Formula: C2H9NOS
Source: OMol25
Level of theory: ωB97M-V with the def2-TZVPD basis set

Kohn-Sham gap (spin up / spin down) = 11.24 / 6.42 eV
Multiplicity = 2
E_tot = -16583.66819 eV
LUMO energy (spin up / spin down) = -0.12407 / -0.30033 Ha
Net charge = +1

XYZ file:
```
14
Properties=species:S:1:pos:R:3:mulliken_spin:R:1
S 0.39 1.61 2.19 1.049
H -0.37 2.71 2.01 -0.014
C -1.00 -0.64 -0.25 0.004
O -1.52 -1.95 -0.27 0.006
C 0.48 -0.64 -0.58 -0.004
N 1.02 0.76 -0.54 -0.010
H -1.17 -0.22 0.75 -0.002
H -1.57 -0.07 -0.97 0.000
H -1.23 -2.40 0.53 -0.001
H 1.03 -1.24 0.14 0.001
H 0.64 -1.06 -1.57 -0.001
H 0.65 1.18 0.64 -0.029
H 0.63 1.26 -1.34 0.000
H 2.02 0.71 -0.73 0.001
```


(4)
Formula: C2H9NOS2
Source: OMol25
Level of theory: ωB97M-V with the def2-TZVPD basis set

Kohn-Sham gap (spin up / spin down) = 4.01 / 7.44 eV
Multiplicity = 2
E_tot = -27427.41000 eV
LUMO energy (spin up / spin down) = 0.14123 / 0.14056 Ha
Net charge = -1

XYZ file:
```
15
Properties=species:S:1:pos:R:3:mulliken_spin:R:1
C -2.04 0.95 -1.18 -0.054
S -2.25 0.08 0.39 0.434
S -1.31 -1.80 -0.06 0.570
H -1.00 0.86 -1.54 0.008
H -2.09 2.06 -1.03 0.051
H -2.85 0.76 -1.88 -0.003
H -0.65 -1.87 1.09 0.008
N 1.36 0.52 1.45 0.000
C 2.01 -0.33 0.49 -0.021
O 1.59 -0.32 -0.87 -0.006
H 1.04 1.32 0.91 0.001
H 0.52 0.06 1.80 0.000
H 3.11 -0.18 0.53 -0.001
H 1.88 -1.41 0.76 0.025
H 0.68 -0.69 -0.84 -0.011
```


(5)
Formula: C2H9NOS2
Source: OMol25
Level of theory: ωB97M-V with the def2-TZVPD basis set

Kohn-Sham gap = 9.02 eV
Multiplicity = 1
SMILES string = NCCSS.O
E_tot = -27427.37099 eV
LUMO energy = 0.01619 Ha
Net charge = 0

XYZ file:
```
15
Properties=species:S:1:pos:R:3:lowdin_charge:R:1
N 0.16 -1.62 -0.47 -0.022
C 0.68 -0.23 -0.39 -0.301
C 0.96 0.27 1.05 -0.550
S 1.20 2.07 1.35 0.410
S -0.11 3.08 0.12 0.295
H 0.32 -2.29 0.22 0.053
H 0.40 -2.12 -1.32 0.089
H 1.55 -0.07 -1.07 0.120
H -0.14 0.37 -0.80 0.060
H 0.24 -0.20 1.77 0.086
H 1.87 -0.18 1.40 0.051
H -0.33 3.95 1.13 -0.189
H -1.70 -1.42 -0.61 -0.045
H -2.50 -0.39 -1.50 0.078
O -2.61 -1.22 -0.88 -0.135
```


(6)
Formula: C2H9NOS2
Source: OMol25
Level of theory: ωB97M-V with the def2-TZVPD basis set

Kohn-Sham gap = 8.02 eV
Multiplicity = 1
SMILES string = CSS.NCO
E_tot = -27425.62847 eV
LUMO energy = -0.02625 Ha
Net charge = 0

XYZ file:
```
15
Properties=species:S:1:pos:R:3:lowdin_charge:R:1
C 2.13 0.29 -1.81 -0.461
S 1.50 0.67 -0.16 0.432
S 1.60 -1.11 0.97 0.310
H 3.16 0.69 -1.74 0.028
H 2.26 -0.72 -2.23 0.059
H 1.57 0.87 -2.54 0.032
H 0.84 -1.82 1.76 -0.226
N -1.52 0.03 1.68 0.008
C -2.09 0.43 0.43 -0.311
O -1.48 -0.24 -0.74 -0.146
H -0.97 0.73 2.16 0.066
H -1.18 -0.89 1.89 0.041
H -2.00 1.52 0.30 0.112
H -3.11 0.10 0.26 0.101
H -0.71 -0.56 -0.24 -0.046
```


(7)
Formula: C2H9NP
Source: OMol25
Level of theory: ωB97M-V with the def2-TZVPD basis set

Kohn-Sham gap = 10.51 eV
Multiplicity = 1
E_tot = -12990.52660 eV
LUMO energy = -0.15206 Ha
Net charge = +1

XYZ file:
```
13
Properties=species:S:1:pos:R:3:lowdin_charge:R:1
C -2.59 0.68 0.04 -0.006
C -1.23 0.29 0.15 -0.152
N -0.49 -0.48 -0.49 0.181
P 2.62 -0.66 0.14 0.737
H -2.51 1.73 -0.16 0.110
H -3.09 0.63 0.95 0.094
H -3.26 0.18 -0.76 0.149
H -0.68 0.65 0.96 0.131
H -0.80 -0.86 -1.36 0.133
H 0.59 -0.73 -0.27 -0.001
H 3.28 -1.01 -0.98 -0.170
H 3.82 -0.03 0.63 -0.094
H 2.85 -1.86 0.88 -0.113
```


(8)
Formula: C2H9NP2
Source: OMol25
Level of theory: ωB97M-V with the def2-TZVPD basis set

Kohn-Sham gap = 9.54 eV
Multiplicity = 1
SMILES string = CPN(C)P
E_tot = -22286.14436 eV
LUMO energy = 0.03489 Ha
Net charge = 0

XYZ file:
```
14
Properties=species:S:1:pos:R:3:lowdin_charge:R:1
C 0.57 1.64 -1.04 -0.239
C -1.80 -0.75 0.77 -0.378
N 0.59 0.24 -0.45 -0.788
P 2.05 -0.35 0.33 0.713
P -0.91 -0.66 -0.83 0.770
H -0.44 2.13 -0.86 0.074
H 1.46 2.12 -0.57 0.039
H 0.82 1.55 -2.15 0.072
H -2.00 0.35 1.03 0.049
H -1.03 -1.06 1.56 0.038
H -2.70 -1.24 0.89 -0.014
H 1.81 -1.82 0.28 -0.110
H 1.78 -0.23 1.77 -0.132
H -0.21 -1.90 -0.74 -0.095
```


(9)
Formula: C2H9NS
Source: OMol25
Level of theory: ωB97M-V with the def2-TZVPD basis set

Kohn-Sham gap = 9.48 eV
Multiplicity = 1
SMILES string = CSC.N
E_tot = -14545.20934 eV
LUMO energy = 0.03681 Ha
Net charge = 0

XYZ file:
```
13
Properties=species:S:1:pos:R:3:lowdin_charge:R:1
N -2.04 0.49 1.01 0.020
H -1.29 0.96 0.49 -0.034
H -2.36 1.08 1.76 0.010
H -2.78 0.38 0.33 0.010
C 0.83 0.28 -1.64 -0.418
S 1.41 0.68 0.04 0.713
C 1.05 -0.89 0.86 -0.440
H 0.04 0.95 -1.95 0.020
H 0.42 -0.73 -1.64 0.034
H 1.66 0.39 -2.33 0.019
H 1.53 -0.88 1.83 0.027
H -0.02 -1.03 0.97 0.003
H 1.53 -1.68 0.27 0.035
```


(10)
Formula: C2H9NS
Source: OMol25
Level of theory: ωB97M-V with the def2-TZVPD basis set

Kohn-Sham gap = 10.01 eV
Multiplicity = 1
E_tot = -14542.95451 eV
LUMO energy = 0.03220 Ha
Net charge = 0

XYZ file:
```
13
Properties=species:S:1:pos:R:3:lowdin_charge:R:1
N 0.13 1.86 -1.89 0.004
H 0.34 1.24 -1.13 -0.062
H 0.12 -3.36 -1.50 -0.005
H -0.12 1.12 -2.55 0.011
H 1.03 2.36 -1.96 0.030
C 0.28 -0.45 1.45 -0.551
C -0.79 0.71 1.63 -0.380
S 1.05 1.14 1.72 0.739
H 0.12 -4.11 -1.82 0.012
H 0.21 -0.80 0.41 0.042
H 0.24 -1.30 2.16 0.078
H -1.41 0.97 0.85 0.027
H -1.21 0.61 2.63 0.055
```


(11)
Formula: C2H9NS
Source: OMol25
Level of theory: ωB97M-V with the def2-TZVPD basis set

Kohn-Sham gap = 9.86 eV
Multiplicity = 1
SMILES string = [H][H].C1CS1.N
E_tot = -14543.69115 eV
LUMO energy = 0.03587 Ha
Net charge = 0

XYZ file:
```
13
Properties=species:S:1:pos:R:3:lowdin_charge:R:1
N 0.22 1.28 3.09 0.020
H 1.22 1.26 3.21 -0.003
H -2.44 -2.23 -2.64 0.014
H -0.04 0.82 2.23 -0.023
H -0.23 0.82 3.87 0.008
C -0.11 -0.09 -0.98 -0.479
C 1.29 0.27 -1.17 -0.494
S 1.07 -1.42 -0.51 0.711
H -3.05 -1.92 -2.33 0.019
H -0.75 0.30 -0.20 0.060
H -0.66 -0.36 -1.86 0.037
H 1.81 1.00 -0.54 0.073
H 1.65 0.27 -2.17 0.056
```


(12)
Formula: C2H9NS
Source: OMol25
Level of theory: ωB97M-V with the def2-TZVPD basis set

Kohn-Sham gap (spin up / spin down) = 10.25 / 6.71 eV
Multiplicity = 2
E_tot = -14534.78968 eV
LUMO energy (spin up / spin down) = -0.19108 / -0.31749 Ha
Net charge = +1

XYZ file:
```
13
Properties=species:S:1:pos:R:3:mulliken_spin:R:1
C -0.82 -1.55 0.05 0.008
C -1.53 -0.48 0.83 -0.028
S -0.24 1.05 1.02 1.031
H 0.01 -2.04 0.55 -0.001
H -0.42 -1.17 -0.89 0.000
H -1.50 -2.36 -0.25 0.000
H -1.69 -0.70 1.88 -0.004
H -2.35 0.04 0.35 0.020
N 2.27 1.36 -1.03 0.008
H 0.65 1.64 -0.10 -0.029
H 1.41 1.43 -1.59 -0.002
H 2.26 2.19 -0.42 0.000
H 1.95 0.60 -0.42 -0.003
```


Relative energy (zero: lowest compared OMol25 entry of this formula, charge and spin), record by record: 78.6 125.6 0.0 18.3 69.7 237.9 38.0 0.0 8.1 225.7 154.6 210.5 kJ/mol